Entry 1:
Entry from OMol25: a molecular structure, C11H23P2Yb in a non-equilibrium geometry (wB97M-V/def2-TZVPD).

The geometry in XYZ format:
```
37
Properties=species:S:1:pos:R:3:forces:R:3:lowdin_charge:R:1
Yb -1.202699 1.361940 -0.277172 2.7 -1.1 4.1 0.786
P -2.094978 2.145555 2.574472 0.1 0.3 0.4 0.598
P 0.315886 -1.153395 0.593066 -0.9 0.4 -0.1 0.904
C -1.254219 1.681985 -2.653158 -1.2 0.4 -0.3 -0.242
C -2.309510 0.788036 -2.282406 -0.4 0.2 -1.2 -0.259
C 1.029694 -3.801308 0.637944 0.3 -0.2 0.1 -0.162
C -1.529056 2.938666 -2.024608 -0.3 0.2 -1.3 -0.250
C 2.438679 0.421409 1.928490 0.2 0.3 0.0 -0.167
C 2.015884 -1.345843 -1.865923 0.2 0.3 -0.5 -0.156
C -2.751745 2.826313 -1.317404 -0.8 0.3 -0.8 -0.256
C -3.226574 1.489667 -1.449674 -0.4 0.5 -1.5 -0.255
C 1.498207 -2.420135 1.103124 0.2 -0.3 0.1 -0.460
C 0.615826 -1.209765 -1.285035 0.0 0.2 0.4 -0.420
C 0.950912 0.298285 1.612801 0.2 -0.6 0.0 -0.507
H -2.201185 3.493345 3.031812 -0.1 -0.4 -0.3 -0.146
H -2.431145 -0.229903 -2.654743 0.0 0.3 0.2 0.102
H 2.421117 -2.101900 0.602696 0.1 -0.4 0.4 0.064
H 1.670617 -2.377429 2.190646 -0.2 -0.1 -0.4 0.087
H 0.078771 -0.358785 -1.750647 0.3 -0.4 0.1 0.013
H 1.658535 -4.587334 1.076243 -0.1 0.1 -0.2 0.073
H 0.060661 -2.117732 -1.598577 -0.1 0.5 0.4 0.077
H 0.466980 0.070610 2.581150 -0.1 0.0 -0.4 0.053
H 3.053699 0.791425 1.100295 -0.2 -0.2 0.0 0.067
H -3.282480 3.641038 -0.824610 0.3 -0.3 0.0 0.102
H 2.629960 -0.440420 -1.764945 -0.2 -0.2 0.2 0.074
H 2.543471 1.147771 2.743048 0.1 -0.1 -0.1 0.069
H 1.102240 -3.874495 -0.457986 -0.2 -0.1 0.4 0.062
H -0.451673 1.473607 -3.353296 0.0 0.0 0.3 0.100
H 2.845087 -0.533208 2.280754 0.0 0.3 -0.1 0.053
H -0.003665 -3.988435 0.956742 0.2 0.0 -0.2 0.069
H -3.291312 1.705138 3.220136 -0.1 0.1 0.0 -0.168
H 0.532122 1.281888 1.313882 0.4 0.0 0.0 -0.066
H -1.274630 1.763771 3.666884 0.0 0.0 -0.3 -0.156
H 2.564714 -2.201782 -1.460596 -0.1 0.2 0.0 0.057
H -0.928565 3.835910 -2.144544 -0.2 -0.2 0.1 0.088
H 1.912369 -1.521751 -2.945832 0.1 0.0 0.2 0.076
H -4.171996 1.107260 -1.103030 0.0 -0.1 0.2 0.096
```
Forces are in eV/Å.

The HOMO-LUMO gap (alpha / beta) is 3.77 / 7.72 eV. Its electronic energy is -2274.14793 Ha. Its spin multiplicity is 2. The calculation puts the LUMO energy (alpha / beta) at 0.55 / 0.46 eV. The net charge is 0.



Entry 2:
Entry from OMol25: a molecular structure, C20H16Br4N5O2SSe3TeW in a non-equilibrium geometry (wB97M-V/def2-TZVPD).

The geometry in XYZ format:
```
53
Properties=species:S:1:pos:R:3:forces:R:3:lowdin_charge:R:1
W -0.552840 1.933264 -0.240641 2.3 0.0 1.1 1.021
Te -3.540714 2.111769 0.432033 -0.2 0.7 -0.1 0.530
Br -1.505957 -1.755735 -3.548685 0.0 0.1 -0.1 0.868
Br 3.670876 -0.120000 -5.367015 0.1 0.0 -0.1 0.776
Br 3.779117 2.059074 -2.825995 0.0 0.0 0.0 0.828
Br 1.024120 -2.068429 -5.698570 0.0 0.0 0.0 0.775
Se -3.244090 2.258932 -2.127669 -0.2 -0.6 0.3 0.070
Se -1.195866 3.323102 -2.352101 -0.3 -0.2 0.2 0.238
Se -1.728408 1.018783 1.764828 -0.4 -0.4 -0.9 0.231
S -0.949423 4.224016 0.639049 0.0 -0.1 -0.7 0.523
O 1.181927 1.902801 -1.221205 -0.6 0.0 0.3 -0.316
O -0.876570 0.452177 -1.500622 0.0 0.4 0.1 -0.459
N -3.651008 -1.163392 -0.531106 -0.1 -0.3 -0.1 0.061
N 0.834419 5.898171 1.586593 0.0 -0.1 0.1 0.112
N 0.635000 -0.004529 0.555485 -0.2 0.0 0.2 -0.060
N 1.513655 3.732708 1.570264 -0.3 -0.1 -0.2 0.017
N 1.159278 2.453822 1.213576 0.0 0.1 -0.1 -0.103
C 0.034440 -0.690223 -3.429790 0.2 0.1 0.0 -0.618
C 1.760202 0.177544 1.263787 -0.2 -0.1 -0.3 -0.200
C -3.265540 -2.141086 1.663683 -0.1 0.0 0.1 -0.084
C -2.703731 -3.121112 2.465608 0.0 0.0 0.0 -0.077
C 0.108552 0.241133 -2.410566 -0.3 0.0 -0.1 -0.410
C 0.595007 4.607302 1.310600 0.3 0.2 0.4 -0.798
C 2.236584 0.011589 -4.171910 0.0 0.1 0.1 -0.741
C 0.913072 -2.356223 0.689052 0.1 0.0 0.0 0.010
C 2.539390 -0.898164 1.669904 -0.2 0.1 -0.1 0.032
C -3.139787 -2.203040 0.278288 0.1 0.0 -0.1 -0.350
C -1.858445 -4.236468 0.526860 -0.1 0.0 0.1 -0.108
C -2.434008 -3.267230 -0.280976 0.0 -0.1 -0.1 -0.071
C 0.194489 -1.237149 0.297404 0.3 0.1 0.2 -0.103
C 2.109382 -2.180409 1.362055 0.0 0.0 0.0 -0.004
C 1.235303 1.043177 -2.256539 0.0 0.1 -0.2 -0.411
C -1.988279 -4.171178 1.907003 0.0 0.0 0.0 -0.095
C 2.306749 0.943410 -3.128731 -0.2 -0.2 0.1 -0.643
C 3.249333 1.967036 2.352720 0.1 0.1 0.0 0.004
C 1.110953 -0.804730 -4.317182 -0.1 0.0 0.1 -0.739
C 2.033896 1.575700 1.587974 0.0 -0.1 0.0 -0.235
H -0.752386 -1.323643 -0.215113 0.0 0.0 -0.1 0.092
H -1.324533 -5.059542 0.069143 0.0 0.0 0.0 0.112
H 0.138660 6.601590 1.424741 0.0 0.0 0.0 0.099
H -4.638766 -1.005852 -0.382310 0.0 0.0 0.1 0.086
H -1.555993 -4.934444 2.538201 0.0 0.0 0.0 0.105
H 2.699462 -3.033426 1.667093 0.0 0.0 0.0 0.125
H 0.519100 -3.337700 0.469303 0.1 0.1 0.0 0.103
H 2.977453 2.209322 3.382480 0.0 0.0 0.0 0.110
H -2.827122 -3.060762 3.538671 0.0 0.0 0.0 0.108
H 3.990809 1.176820 2.359734 0.0 0.0 0.0 0.074
H -2.343839 -3.345649 -1.358570 0.0 0.0 0.1 0.062
H -3.812423 -1.324145 2.120001 0.0 0.0 0.0 0.093
H -3.495642 -1.344348 -1.515782 0.0 0.1 0.0 0.036
H 3.448452 -0.751551 2.230062 0.0 0.0 0.0 0.115
H 3.681052 2.868100 1.919886 0.0 -0.1 0.0 0.092
H 1.704634 6.148821 2.025018 0.0 0.0 0.0 0.119
```
Forces are in eV/Å.

The HOMO-LUMO gap is 5.29 eV. Its electronic energy is -19429.51270 Ha. The calculation puts the LUMO energy at -5.39 eV. The net charge is +1.



Question: Among the records above, which one has the highest electronic energy?
Answer: C11H23P2Yb



Question: Among the records above, which one has the highest electronic energy?
Answer: C11H23P2Yb